# 1
A molecular structure, C39H66N4OP2RuSSe3Te, computed with ωB97M-V with the def2-TZVPD basis set.

Computed properties:
DFT total energy (hartree): -10467.90905
E_HOMO (alpha / beta) (Ha): -0.3481 / -0.3529
Orbital gap (alpha / beta) (Ha): 0.242 / 0.212
Expectation value of S²: 0.760
ΔE to the lowest compared entry with this formula, charge and spin (eV): 0.673

The geometry in ORCA input format:
```
! wB97M-V def2-TZVPD RIJCOSX def2/J DEFGRID3
* xyz 1 2
Ru 0.15 0.71 0.54
Se -0.23 0.03 2.83
Se -1.80 -1.31 3.80
Te -3.90 0.10 4.27
Se -3.58 2.09 2.98
C -0.84 -2.94 -4.90
C -1.02 -1.43 -4.76
C -1.57 -1.06 -3.37
C -1.17 -2.09 -2.31
C 0.25 -2.56 -2.64
C 0.22 -3.43 -3.91
P -1.30 -1.38 -0.58
C -1.20 -2.88 0.53
C 0.25 -3.19 0.92
C 0.25 -4.38 1.88
C -0.16 -5.65 1.13
C -0.99 -5.34 -0.12
C -1.94 -4.17 0.12
C -3.12 -0.97 -0.32
C -4.14 -1.94 -0.94
C -5.45 -1.24 -1.30
C -5.77 -0.18 -0.26
C -4.79 0.98 -0.41
C -3.37 0.49 -0.70
H -0.53 -3.18 -5.92
H -1.79 -3.44 -4.72
H -1.69 -1.06 -5.54
H -0.05 -0.95 -4.91
H -2.66 -0.98 -3.41
H -1.17 -0.09 -3.07
H -1.83 -2.96 -2.36
H 0.69 -3.13 -1.82
H 0.87 -1.68 -2.80
H 0.02 -4.47 -3.64
H 1.21 -3.39 -4.38
H -1.68 -2.51 1.45
H 0.67 -2.29 1.39
H 0.87 -3.41 0.06
H -0.45 -4.16 2.69
H 1.24 -4.51 2.32
H -0.75 -6.28 1.80
H 0.72 -6.22 0.84
H -1.57 -6.22 -0.39
H -0.33 -5.11 -0.96
H -2.62 -4.45 0.93
H -2.55 -4.01 -0.76
H -3.23 -1.01 0.77
H -4.36 -2.72 -0.21
H -3.75 -2.42 -1.83
H -6.24 -1.99 -1.36
H -5.38 -0.78 -2.29
H -5.69 -0.63 0.73
H -6.79 0.18 -0.38
H -4.81 1.58 0.50
H -5.13 1.62 -1.23
H -2.66 1.08 -0.11
H -3.13 0.62 -1.76
S 2.52 4.88 0.61
C 1.48 3.56 0.21
N 0.82 3.02 1.18
C 1.07 3.66 2.36
C 0.51 3.36 3.60
C 0.93 4.06 4.71
C 1.90 5.06 4.61
C 2.44 5.40 3.39
C 2.02 4.71 2.27
H 1.39 3.24 -0.82
H -0.25 2.60 3.68
H 0.52 3.81 5.68
H 2.23 5.57 5.50
H 3.18 6.18 3.31
C 3.11 -2.05 2.55
C 3.69 -1.36 1.31
C 5.22 -1.44 1.40
P 2.89 0.31 0.99
C 3.72 1.55 2.15
C 3.57 1.09 3.60
C 5.14 1.98 1.82
C 3.47 0.83 -0.72
C 4.87 0.50 -1.21
C 2.48 0.25 -1.72
H 3.12 -3.13 2.41
H 2.09 -1.75 2.77
H 3.70 -1.83 3.44
H 3.37 -1.92 0.42
H 5.58 -1.01 2.33
H 5.72 -0.97 0.57
H 5.50 -2.50 1.40
H 3.09 2.44 2.04
H 4.26 0.29 3.84
H 2.55 0.75 3.80
H 3.77 1.93 4.28
H 5.83 1.15 1.77
H 5.49 2.65 2.61
H 5.18 2.54 0.89
H 3.36 1.93 -0.70
H 4.98 -0.57 -1.36
H 5.66 0.86 -0.56
H 5.01 0.98 -2.18
H 2.63 -0.83 -1.81
H 2.63 0.69 -2.71
H 1.43 0.44 -1.42
C -1.91 2.68 -3.86
N -1.98 3.22 -2.52
C -2.79 4.26 -2.22
C -2.91 4.73 -0.96
C -2.17 4.07 0.07
N -1.42 3.02 -0.23
C -1.27 2.59 -1.49
O -0.52 1.66 -1.77
N -2.13 4.54 1.32
H -2.12 3.45 -4.59
H -2.64 1.87 -3.98
H -0.91 2.27 -4.02
H -3.31 4.71 -3.06
H -3.54 5.57 -0.72
H -2.81 5.20 1.64
H -1.64 3.99 2.01
*
```

***

# 2
14 unconnected molecules or ions with the total composition C39H66O19, computed with ωB97M-V with the def2-TZVPD basis set.

Computed properties:
DFT total energy (hartree): -2954.51969
E_HOMO (Ha): -0.2713
Orbital gap (Ha): 0.275
ΔE to the lowest compared entry with this formula, charge and spin (eV): 0.000

The geometry in ORCA input format:
```
! wB97M-V def2-TZVPD RIJCOSX def2/J DEFGRID3
* xyz 0 1
C -4.07 -4.40 -0.07
O -2.80 -4.80 0.58
H -4.40 -3.36 -0.11
H -5.13 -4.95 0.11
H -3.88 -4.65 -1.16
H -2.82 -4.54 1.40
C 3.74 -0.60 3.71
O 4.99 -0.57 3.05
H 2.98 -0.15 3.14
H 3.82 -0.11 4.78
H 3.54 -1.63 4.08
H 4.76 -1.20 2.35
C -4.74 -3.46 -4.09
O -4.29 -2.14 -3.77
H -5.39 -3.22 -4.98
H -5.14 -4.12 -3.40
H -3.82 -4.05 -4.44
H -3.50 -2.32 -3.24
C -1.09 4.57 2.70
O 0.01 3.93 1.86
H -0.57 5.50 3.18
H -1.52 4.08 3.41
H -1.92 5.03 2.28
H 0.40 4.59 1.51
C 5.17 1.02 -0.53
O 4.17 1.86 -1.04
H 5.18 0.06 -1.29
H 4.77 0.50 0.14
H 6.12 1.68 -0.18
H 4.47 2.73 -1.27
C 1.05 -3.43 0.08
O 1.30 -3.19 1.48
H 1.11 -2.55 -0.52
H -0.10 -3.70 -0.01
H 1.51 -4.38 -0.33
H 1.66 -2.21 1.60
C -2.97 2.17 -2.80
O -4.37 2.17 -3.03
H -2.20 3.19 -3.13
H -2.43 1.27 -3.34
H -2.61 2.19 -1.75
H -4.56 1.88 -3.91
C 0.55 0.40 -5.24
O 0.26 -0.92 -5.34
H 1.45 0.42 -4.52
H -0.10 1.12 -4.72
H 0.57 1.03 -6.05
H 0.82 -1.24 -5.94
C 0.86 1.89 5.31
O 0.94 2.98 6.32
H 0.31 1.00 5.64
H 1.87 1.37 5.22
H 0.27 2.43 4.62
H 0.40 3.59 6.06
C -1.12 -5.02 -2.23
C -0.51 -4.78 -3.36
C 0.40 -5.60 -4.07
C 0.61 -6.85 -3.44
C -0.06 -7.24 -2.34
C -0.95 -6.37 -1.71
O -1.65 -6.74 -0.62
O 1.04 -5.16 -5.15
H -1.78 -4.39 -1.72
H -0.83 -3.74 -3.66
H 1.42 -7.46 -4.04
H 0.09 -8.19 -2.04
H -2.16 -6.07 -0.45
H 1.94 -5.49 -5.22
C -1.37 -1.05 -0.19
C -0.98 -0.39 0.95
C 0.05 0.53 0.93
C 0.81 0.78 -0.17
C 0.39 0.20 -1.42
C -0.77 -0.72 -1.44
O -1.14 -1.20 -2.58
O 0.48 1.10 2.06
H -2.20 -1.72 -0.07
H -1.56 -0.61 1.79
H 1.51 1.54 -0.20
H 0.78 0.45 -2.42
H -0.67 -0.99 -3.36
H 0.47 2.01 2.08
C 3.85 3.60 2.70
C 3.65 4.05 1.34
C 4.72 4.61 0.57
C 5.96 4.73 1.09
C 6.18 4.22 2.35
C 5.17 3.70 3.22
O 5.48 3.33 4.53
O 4.56 4.96 -0.77
H 2.88 3.18 2.92
H 2.58 4.13 0.90
H 6.75 5.09 0.63
H 7.19 4.21 2.68
H 6.03 2.58 4.45
H 5.49 5.17 -1.18
C -0.69 6.80 -1.98
C 0.65 6.90 -2.62
C 1.62 5.89 -2.38
C 1.42 4.85 -1.61
C 0.14 4.69 -1.03
C -0.89 5.64 -1.25
O -2.07 5.44 -0.57
O 2.76 6.10 -3.17
H -1.40 7.73 -2.04
H 0.80 7.73 -3.45
H 2.21 4.13 -1.44
H -0.17 3.92 -0.30
H -2.75 6.08 -0.58
H 3.25 5.16 -3.40
C -3.17 -2.85 3.44
C -4.34 -2.20 2.91
C -5.59 -2.87 3.08
C -5.71 -4.15 3.65
C -4.55 -4.68 4.21
C -3.30 -4.07 4.12
O -2.25 -4.56 4.65
O -6.66 -2.46 2.39
H -2.27 -2.14 3.49
H -4.26 -1.09 2.60
H -6.47 -4.70 3.82
H -4.67 -5.57 4.72
H -2.40 -5.39 4.87
H -6.65 -1.50 2.11
*
```

***

# 3
13 unconnected molecules or ions with the total composition C39H66O25, computed with ωB97M-V with the def2-TZVPD basis set.

Computed properties:
DFT total energy (hartree): -3406.66642
E_HOMO (Ha): -0.3270
Orbital gap (Ha): 0.333
ΔE to the lowest compared entry with this formula, charge and spin (eV): 0.363

The geometry in ORCA input format:
```
! wB97M-V def2-TZVPD RIJCOSX def2/J DEFGRID3
* xyz 0 1
C -4.23 -4.86 4.21
C -2.75 -4.97 4.46
O -2.20 -4.55 3.22
C -3.19 -4.61 2.31
O -3.11 -4.24 1.19
O -4.29 -5.27 2.84
H -4.67 -3.93 4.51
H -4.76 -5.64 4.72
H -2.36 -5.96 4.67
H -2.43 -4.28 5.26
C -2.36 2.42 -1.60
C -3.13 3.65 -1.21
O -3.56 4.25 -2.43
C -2.75 3.76 -3.39
O -2.80 4.14 -4.51
O -1.96 2.75 -2.98
H -3.01 1.52 -1.68
H -1.45 2.22 -0.98
H -2.38 4.27 -0.79
H -3.98 3.53 -0.52
C 4.16 3.03 3.71
C 3.00 3.46 4.49
O 2.03 2.40 4.41
C 2.40 1.61 3.37
O 1.75 0.74 2.89
O 3.62 1.99 2.92
H 4.98 2.66 4.30
H 4.53 3.76 3.01
H 2.54 4.42 4.27
H 3.28 3.56 5.54
C -0.79 -4.82 -0.48
C -1.46 -4.60 -1.88
O -0.45 -3.96 -2.67
C 0.63 -3.71 -1.90
O 1.67 -3.19 -2.28
O 0.44 -4.06 -0.59
H -0.53 -5.88 -0.28
H -1.29 -4.43 0.39
H -2.34 -3.98 -1.89
H -1.68 -5.58 -2.30
C -1.55 0.51 4.45
C -1.47 -0.98 4.71
O -2.87 -1.37 4.48
C -3.68 -0.28 4.62
O -4.87 -0.33 4.47
O -2.95 0.91 4.66
H -1.19 0.77 3.46
H -1.00 1.12 5.19
H -1.07 -1.20 5.69
H -0.89 -1.53 3.99
C -4.05 -0.55 1.54
C -5.26 0.32 1.34
O -4.79 1.64 1.39
C -3.47 1.61 1.80
O -2.70 2.56 1.79
O -3.07 0.32 2.06
H -3.77 -0.94 0.56
H -4.19 -1.37 2.23
H -5.93 0.12 2.20
H -5.86 0.20 0.41
C 2.34 -2.22 -5.45
C 2.78 -0.96 -4.62
O 2.23 0.11 -4.71
C 4.01 -1.27 -3.75
H 3.28 -2.75 -5.54
H 1.98 -1.92 -6.47
H 1.67 -2.79 -4.82
H 3.82 -2.28 -3.47
H 4.10 -0.54 -2.94
H 4.90 -1.26 -4.34
C 6.30 1.40 0.18
C 5.20 2.41 0.28
O 5.34 3.50 0.71
C 3.81 2.03 -0.25
H 6.33 1.11 -0.88
H 6.05 0.49 0.69
H 7.30 1.82 0.45
H 3.66 0.97 -0.43
H 3.72 2.50 -1.21
H 3.07 2.40 0.41
C 2.85 3.25 -5.71
C 2.69 3.29 -4.16
O 3.64 3.15 -3.40
C 1.26 3.59 -3.70
H 2.16 4.01 -6.10
H 2.48 2.30 -6.18
H 3.85 3.57 -6.03
H 1.09 4.65 -3.60
H 1.07 3.14 -2.71
H 0.54 3.22 -4.42
C -0.56 -1.43 1.23
C -0.34 -1.09 -0.23
O -0.90 -1.71 -1.11
C 0.60 0.03 -0.60
H 0.42 -1.69 1.70
H -1.22 -2.28 1.28
H -0.95 -0.59 1.75
H 0.18 0.95 -0.18
H 0.63 0.13 -1.70
H 1.61 -0.05 -0.14
C -0.43 4.50 2.35
C 0.33 4.33 1.00
O 0.02 3.45 0.26
C 1.63 5.09 0.78
H -0.38 3.59 2.98
H -1.50 4.62 2.13
H -0.13 5.45 2.81
H 2.12 4.77 -0.12
H 2.28 4.91 1.66
H 1.62 6.17 0.91
C -3.90 -2.05 -2.72
C -4.93 -0.96 -2.52
O -4.68 0.00 -1.81
C -6.23 -1.17 -3.17
H -4.25 -2.95 -2.22
H -2.85 -1.81 -2.42
H -3.86 -2.27 -3.82
H -6.79 -0.22 -3.04
H -6.67 -1.95 -2.56
H -6.20 -1.44 -4.22
C 4.67 -4.05 -0.43
C 4.67 -2.68 0.25
O 5.70 -2.05 0.41
C 3.29 -2.20 0.53
H 5.55 -4.64 -0.10
H 4.79 -3.81 -1.46
H 3.74 -4.55 -0.35
H 2.78 -3.03 1.06
H 2.81 -2.15 -0.45
H 3.32 -1.27 1.11
*
```

***

# 4
A molecular structure, C39H67NO3RuSSeSi3, computed with ωB97M-V with the def2-TZVPD basis set.

Computed properties:
DFT total energy (hartree): -5569.90101
E_HOMO (alpha / beta) (Ha): -0.1724 / -0.1703
Orbital gap (alpha / beta) (Ha): 0.229 / 0.231
Expectation value of S²: 1.156
ΔE to the lowest compared entry with this formula, charge and spin (eV): 2.424

The geometry in ORCA input format:
```
! wB97M-V def2-TZVPD RIJCOSX def2/J DEFGRID3
* xyz -1 2
Ru 1.27 0.65 1.31
C -0.68 2.31 -6.51
C -1.39 2.49 -5.16
C -2.74 1.77 -5.24
C -1.61 3.99 -4.93
C -0.58 1.92 -4.00
C -1.08 1.99 -2.70
C -0.36 1.48 -1.65
Se -1.14 1.46 0.14
C -1.74 -0.39 0.08
C -2.98 -0.66 -0.45
C -3.44 -1.97 -0.55
C -2.56 -2.97 -0.16
C -1.29 -2.75 0.34
C -0.87 -1.40 0.57
O 0.21 -1.10 1.20
C -0.41 -3.96 0.64
C 1.07 -3.62 0.82
C -0.50 -4.97 -0.52
C -0.92 -4.64 1.92
C -4.82 -2.24 -1.12
C -5.18 -3.73 -1.15
C -5.87 -1.51 -0.27
C -4.87 -1.71 -2.56
C 0.94 0.90 -1.80
O 1.59 0.49 -0.78
C 1.43 0.82 -3.13
C 0.66 1.33 -4.16
C 2.78 0.20 -3.51
C 3.58 -0.35 -2.32
C 3.64 1.26 -4.20
C 2.53 -0.98 -4.47
H -1.30 2.73 -7.31
H -0.51 1.26 -6.73
H 0.28 2.84 -6.52
H -3.32 2.14 -6.09
H -3.33 1.94 -4.34
H -2.59 0.70 -5.36
H -2.16 4.43 -5.75
H -0.65 4.50 -4.84
H -2.16 4.16 -4.01
H -2.05 2.42 -2.49
H -3.58 0.18 -0.78
H -2.89 -4.00 -0.25
H 1.44 -3.07 -0.05
H 1.64 -4.54 0.93
H 1.22 -3.01 1.70
H -0.31 -4.46 -1.47
H -1.47 -5.46 -0.57
H 0.26 -5.74 -0.40
H -0.80 -3.96 2.76
H -0.36 -5.55 2.12
H -1.97 -4.89 1.83
H -5.13 -4.16 -0.15
H -4.50 -4.28 -1.79
H -6.19 -3.86 -1.53
H -5.83 -1.87 0.76
H -6.87 -1.68 -0.67
H -5.68 -0.44 -0.26
H -4.13 -2.22 -3.17
H -4.65 -0.64 -2.59
H -5.86 -1.87 -3.00
H 1.06 1.24 -5.16
H 3.80 0.44 -1.60
H 4.52 -0.76 -2.68
H 3.03 -1.13 -1.81
H 3.76 2.13 -3.55
H 3.20 1.60 -5.14
H 4.63 0.86 -4.43
H 1.91 -1.73 -3.98
H 3.47 -1.44 -4.75
H 2.02 -0.66 -5.37
C 0.58 4.53 1.79
O 0.08 3.26 2.09
Si 0.08 2.48 3.56
C -1.78 2.16 3.86
C 0.59 3.75 4.90
C 1.14 0.94 3.42
Si 3.05 1.26 3.10
C 3.94 2.31 4.43
C 4.08 -1.00 1.50
C 3.65 2.55 0.64
Si 0.64 -0.55 4.46
C 0.63 -0.06 6.31
C -1.14 -1.18 4.10
C 1.86 -2.01 4.32
H 1.64 4.60 2.03
H 0.04 5.31 2.34
H 0.45 4.69 0.72
H -2.33 3.09 3.97
H -1.93 1.58 4.76
H -2.23 1.62 3.03
H -0.17 4.51 5.04
H 1.51 4.26 4.64
H 0.75 3.25 5.85
H 4.26 1.65 5.22
H 3.31 3.07 4.86
H 4.83 2.78 4.01
H 4.15 -2.07 1.70
H 4.89 -0.76 0.81
H 3.12 -0.79 0.98
H 3.93 3.57 0.93
H 3.22 2.59 -0.37
H 4.57 1.95 0.60
H -0.04 0.77 6.50
H 1.62 0.24 6.64
H 0.32 -0.89 6.94
H -1.81 -0.95 4.91
H -1.15 -2.26 3.96
H -1.54 -0.74 3.19
H 2.74 -1.84 4.94
H 2.21 -2.12 3.30
H 1.41 -2.95 4.62
S 5.29 -0.72 3.94
C 4.18 -0.20 2.76
N 2.71 2.02 1.57
*
```